Entry 1:
The following is a DFT calculation (wB97M-V/def2-TZVPD) of 40 unconnected molecules or ions with the total composition H80O40.

Geometry as XYZ:
```
120
Properties=species:S:1:pos:R:3:forces:R:3
H -3.1891 -2.1286 4.6647 1.228 -0.599 0.105
H -4.2902 -3.0265 3.8344 0.516 -1.599 -0.552
O -4.0545 -2.2649 4.3095 -1.748 2.395 0.470
H -2.0710 4.2369 1.4054 0.797 0.909 -1.060
H -0.9771 5.1200 0.5347 -0.439 -0.327 0.614
O -1.8540 4.7043 0.5575 -0.396 -0.565 0.433
H -0.2624 -2.3409 2.7251 -0.851 -0.484 -0.342
H -0.7726 -3.3055 1.5257 0.004 0.249 0.802
O -0.1325 -2.6336 1.8134 0.542 0.019 0.067
H -4.5319 0.3493 3.9469 2.106 0.760 -0.915
H -3.6545 0.3452 2.6557 -0.728 0.770 1.389
O -3.6977 0.7938 3.5494 -1.984 -2.130 -1.097
H -4.1920 4.4935 -1.9136 -1.334 0.616 1.388
H -4.3902 4.6252 -0.3516 -0.345 0.221 -0.901
O -4.8303 4.8237 -1.2088 1.647 -0.838 -0.536
H 3.3137 -2.5098 3.6310 0.325 -0.147 0.239
O 2.9581 -3.3853 3.4323 -0.606 0.575 -1.073
H -2.9791 -5.2731 0.6534 1.102 -0.217 0.708
O -2.6249 -4.9748 1.5315 -0.922 -0.092 -1.490
H 1.2173 -6.0505 -1.9830 -1.032 0.894 -0.696
H 0.2232 -4.7978 -2.2986 0.785 -1.135 -0.114
O 0.6062 -5.6411 -2.6440 0.404 0.009 0.802
H -2.5531 2.7391 5.4383 1.851 0.489 0.589
H -3.7009 1.9213 5.3429 -0.959 -1.389 0.081
O -3.4200 2.7785 5.0998 -0.675 1.570 -0.208
H 0.8543 -0.4471 -6.3847 -0.169 0.365 0.344
H 0.2063 -0.6559 -5.0423 -0.148 0.085 0.496
O 0.5038 0.0480 -5.6226 0.316 -0.385 -1.129
H -3.7663 2.0656 -3.3670 0.613 0.318 0.405
H -3.4932 0.7044 -4.0832 -1.409 1.317 0.965
O -4.1587 1.3935 -3.8912 -1.045 -1.107 -1.945
H -2.5045 0.0520 -4.4813 1.798 -4.190 -2.296
O -2.3730 -0.9524 -4.8996 -0.703 3.028 0.696
H 4.0475 1.3148 -3.3062 0.128 0.063 -0.356
H 5.4881 1.9115 -3.4785 0.008 -0.012 -0.405
O 4.8329 1.6251 -2.8468 -0.294 -0.052 0.745
H -1.1052 -2.5008 5.8729 -1.498 1.321 -0.451
H -0.9034 -1.0744 6.0809 -1.124 0.112 -0.466
O -1.6639 -1.6458 5.8169 2.389 -1.301 0.981
H 2.0055 2.5946 5.6458 0.555 -0.129 -0.955
H 2.8684 2.8539 4.3088 -0.931 -0.542 0.826
O 2.3254 2.1923 4.8093 0.358 0.842 -0.102
H 2.7363 1.9173 -5.7738 0.682 -0.682 -0.750
H 1.2662 2.2496 -5.6442 0.155 -0.442 0.191
O 2.1265 2.3803 -5.2296 -0.598 1.120 0.718
H -0.4418 -0.3469 3.6435 -1.880 -0.481 -0.093
H -1.9632 0.0463 3.2844 -0.791 0.519 1.633
O -1.2704 -0.5430 3.0246 1.923 -0.154 0.424
H 4.9503 2.0556 2.5037 0.812 0.515 -1.157
H 5.1898 2.1758 3.8292 0.783 0.379 1.192
O 5.5849 2.5691 3.0443 -1.627 -0.963 -0.048
H -0.1089 -1.0205 -1.4595 -0.137 -0.227 -0.286
O 0.1338 -0.5055 -0.6880 0.024 0.201 0.137
H 2.9916 4.1217 -3.4432 0.149 -0.438 -0.283
H 1.8155 3.9345 -2.4760 0.057 -0.663 0.226
O 2.3659 4.5896 -2.8987 -0.252 1.154 -0.046
H 0.9660 0.9112 3.9994 -0.018 -3.332 2.233
O 0.7759 -0.0464 4.5132 -0.320 4.011 -1.633
H 3.7600 -3.1724 -3.3694 -0.311 0.100 1.230
H 3.3509 -2.8535 -1.8553 -0.721 -2.478 3.743
O 3.5405 -2.5308 -2.6691 1.166 2.149 -4.788
H 0.9168 -2.4458 -0.3412 0.419 0.643 0.267
H 0.4187 -3.7908 -0.3987 -0.411 -0.910 0.080
O 1.2333 -3.3445 -0.1897 0.420 0.150 -0.830
H 2.4313 -2.2113 1.4379 -3.683 -1.331 -1.125
H 2.7983 -0.6036 1.1553 -1.413 -0.845 0.124
O 3.0071 -1.5186 1.3925 4.097 2.859 0.359
H 0.7840 5.3290 2.8985 1.296 -0.848 -0.184
H 0.6648 4.1030 2.0601 0.874 -0.119 0.361
O 1.3521 4.5707 2.5827 -2.175 0.963 -0.115
H -0.0762 4.5562 -4.2239 1.107 0.292 -0.037
H -0.7378 3.5995 -5.2154 0.267 -0.690 -0.637
O -0.9100 4.2917 -4.5956 -0.945 0.348 0.713
H -0.9246 0.2061 -2.8753 0.532 1.689 0.564
H -0.9630 1.9029 -2.8592 1.394 1.047 1.970
O -1.1533 1.0861 -3.2243 -0.587 -3.215 -3.900
H 3.4809 -4.0727 1.0102 0.063 -2.188 -2.391
H 3.5444 -5.2411 -0.3259 -1.621 0.003 0.295
O 3.9189 -4.6392 0.2964 1.829 2.022 1.960
H 0.0853 2.8145 -1.3105 -4.065 0.545 0.922
H 1.2043 1.8119 -1.0578 -0.551 -0.674 0.044
O 0.9531 2.6336 -1.4659 3.937 -0.025 -0.962
H -1.5682 0.7942 0.3824 -0.722 0.132 0.185
H -2.1837 0.1630 1.6850 0.758 -0.196 -1.045
O -2.3727 0.3911 0.7522 0.193 0.626 0.826
H 4.8853 -1.1237 1.8861 1.565 1.083 -1.026
H 4.8391 -0.4038 0.5547 2.340 -0.236 1.864
O 5.5027 -0.5286 1.3416 -3.399 -0.676 -0.968
H -0.0370 0.2166 2.1889 0.094 0.154 -1.103
O 0.6025 0.6348 1.5599 -0.664 0.335 0.644
H -3.0764 -0.5666 -1.6552 -1.031 -0.867 0.398
H -3.0866 -0.6686 -0.1694 -1.434 -1.722 -2.092
O -3.5041 -1.1784 -0.9969 2.033 1.716 1.218
H -0.6164 -0.4565 -0.0877 0.122 -0.662 0.040
H 2.5196 -3.1583 2.5752 0.123 -1.058 1.656
H 1.3725 -0.6335 4.0737 0.997 -0.701 -0.382
H -3.3178 -4.3266 1.6813 0.028 0.457 0.682
H -2.6259 -0.9275 -5.8558 0.229 0.422 1.297
H 0.1980 1.4891 1.3293 0.606 -0.307 0.317
O 0.2644 -3.3924 5.0449 -0.308 2.084 1.428
H 1.1288 -3.6407 5.3174 1.269 -0.344 0.229
H -0.0106 -4.0345 4.4497 -0.766 -1.943 -1.825
O -2.8361 1.3688 -1.6778 0.361 0.015 0.315
H -2.6196 2.2092 -2.1202 0.456 -0.523 0.501
H -3.5641 1.6560 -1.1745 -1.808 -0.045 1.503
O -0.6261 -3.4705 -3.4910 -2.658 0.966 -3.629
H -1.2892 -2.9620 -4.1128 1.365 0.036 2.446
H -0.5798 -4.1480 -4.1970 1.070 -0.604 0.929
O -2.5894 -4.8169 -1.6861 -0.203 -0.343 0.535
H -2.2214 -4.6231 -2.5453 0.389 0.034 -0.363
H -3.0025 -3.9899 -1.4402 -0.224 0.541 0.118
O -1.8704 3.5946 -2.1729 0.351 -1.167 0.259
H -2.1394 4.3493 -1.6744 0.173 1.132 0.235
H -1.4442 3.7186 -3.0257 -0.137 1.466 -0.919
O 2.4722 2.3137 1.1179 0.294 0.925 1.493
H 2.4110 2.1081 0.2104 0.207 -0.352 -1.498
H 2.5164 3.2792 1.1088 0.294 0.009 0.158
O 1.4815 -0.7930 -2.7588 -1.676 1.322 -0.281
H 1.6499 -0.1450 -2.0687 0.097 -0.167 -0.168
H 2.2351 -1.3461 -2.8181 1.607 -1.232 -0.155
```
Positions in Å, forces in eV/Å.

- E_tot (Eh) = -3057.29255
- ΔE to the lowest compared entry with this formula, charge and spin (eV) = 12.648

Mulliken population analysis, charges in e, atoms 1 to 8: H 0.348; H 0.250; O -0.599; H 0.284; H 0.253; O -0.542; H -0.120; H 0.140

Entry 2:
The following is a DFT calculation (wB97M-V/def2-TZVPD) of 40 unconnected molecules or ions with the total composition H80O40.

Geometry as XYZ:
```
120
Properties=species:S:1:pos:R:3:forces:R:3
H 1.1872 0.4122 3.5503 1.153 0.568 2.993
H 0.6520 0.6420 4.8650 -3.624 0.390 2.069
O 1.4900 0.5781 4.5358 2.579 -0.915 -4.963
H -3.4380 2.4575 4.8340 -0.021 1.120 0.744
H -2.8247 1.8910 3.5737 0.267 0.248 -0.144
O -3.2554 1.6470 4.3983 -0.152 -1.247 -0.691
H -0.2398 1.6689 0.4261 -0.300 -1.299 0.242
H -0.1586 2.3206 -0.9540 -1.689 -0.113 -1.058
O 0.2185 2.2952 -0.1179 2.854 0.991 2.084
H 4.4659 3.8753 -3.0215 0.560 0.143 0.310
H 3.1643 3.2856 -3.0894 -5.080 -4.666 4.857
O 3.6886 3.7653 -3.5550 4.757 4.611 -5.022
H 1.3360 -3.7647 -2.5051 0.083 0.904 -0.615
H 0.7747 -4.9553 -2.5663 -2.169 -4.417 3.038
O 1.0604 -4.3980 -3.1931 2.011 3.248 -2.026
H -0.1601 0.7640 -2.1906 1.132 0.725 -0.173
O -1.0078 0.7459 -1.7642 2.360 2.912 4.486
H 0.0273 2.3540 6.4086 0.983 0.216 1.089
O -0.6244 2.4233 5.7451 -0.407 -14.650 5.180
H -4.5014 2.0523 2.2829 -0.394 -1.793 -0.764
H -5.4004 0.8312 2.1044 -2.744 -1.508 1.539
O -4.6694 1.2249 1.7400 2.878 3.133 -0.648
H 6.1620 -0.5524 -0.1803 -1.348 1.129 4.395
H 5.6196 -1.3618 -1.3719 -1.067 -0.651 0.007
O 6.2877 -0.8046 -1.0237 2.338 -0.495 -4.499
H -0.2256 -2.4720 -5.1471 -2.070 -0.590 3.458
H -1.4027 -3.1454 -4.0721 0.103 0.162 -0.555
O -0.6635 -2.5253 -4.1782 1.818 0.959 -2.703
H -0.8819 2.5438 1.7631 -0.795 -0.914 0.214
H -0.8022 3.8622 2.1549 0.230 2.438 -0.059
O -1.1973 3.0896 2.4932 0.386 -1.048 0.541
H 1.6573 -1.2056 0.1827 0.597 0.057 -0.433
O 1.3249 -1.2211 1.0732 -1.450 -1.375 0.167
H 5.9353 -1.5786 1.7590 -0.064 0.365 0.093
H 6.4270 -0.2180 2.2437 1.328 0.669 0.558
O 5.6636 -0.6644 1.9357 -0.727 -1.039 -0.624
H -0.6799 -0.2940 1.1245 -0.081 -0.278 -0.096
H 0.0658 0.2833 2.2417 2.066 -1.060 2.261
O -0.5528 0.5118 1.6245 -2.829 1.891 -2.857
H -2.5230 -0.1244 6.3864 -11.240 -0.349 -4.350
H -1.2205 0.1871 5.7990 -2.150 -1.251 3.682
O -1.7634 -0.1024 6.7018 13.177 1.381 0.914
H 3.5561 -3.6411 3.2368 -1.649 -1.631 -0.656
H 2.8513 -4.3387 4.2380 -0.645 -0.552 4.524
O 2.8493 -4.3731 3.3400 2.005 2.258 -3.960
H 1.2833 -4.1464 0.5428 0.644 -0.067 -0.781
H 2.2605 -5.0931 -0.1257 1.085 -2.203 0.447
O 1.8473 -4.2781 -0.2459 -1.447 2.158 0.148
H -0.4785 -3.8293 1.3548 -3.053 1.024 -1.189
H -0.5967 -3.0224 -0.0179 -0.701 -0.254 -0.016
O -1.1948 -3.4812 0.6095 2.721 -0.006 0.021
H 0.7089 -4.0071 2.8092 -1.003 -0.074 1.746
O -0.2618 -4.1285 2.7133 1.520 -0.658 -1.180
H 0.5250 2.9132 -2.1943 -1.546 4.657 2.113
H 1.5568 2.4968 -3.3152 1.262 1.339 -1.345
O 0.9034 2.2902 -2.6969 1.155 -5.359 -1.724
H -2.4325 -1.3817 -0.5396 -1.343 0.618 0.631
O -2.9938 -0.8169 0.0506 2.900 0.530 -0.971
H -4.0307 2.7009 -1.6186 0.858 2.425 0.567
H -4.5313 2.0178 -2.9705 0.612 0.026 3.085
O -4.3658 1.9151 -1.9532 -1.614 -2.483 -3.837
H 0.1201 -2.1778 -3.0384 0.820 1.436 2.609
H 0.1157 -1.1358 -1.5527 0.069 -0.491 -0.732
O 0.6646 -1.7621 -2.0654 -1.043 -0.823 -1.919
H -6.2230 -2.2947 -0.4852 -4.644 -0.239 -0.179
H -4.9715 -3.3944 -0.5386 -1.752 2.790 0.339
O -5.3416 -2.4139 -0.4632 6.632 -2.747 -0.082
H -4.0873 -3.1223 -4.3353 1.512 0.174 2.159
H -3.9039 -2.3227 -3.0511 -0.830 1.950 1.160
O -3.5499 -3.0703 -3.4637 -0.515 -2.242 -3.207
H 2.9135 0.0486 3.0812 0.749 0.394 0.810
H 4.0114 0.3372 2.0635 8.121 1.155 -0.507
O 3.1816 0.1747 2.1757 -8.587 -1.105 0.431
H 2.0469 3.4208 0.4467 -0.822 0.850 3.140
H 1.0528 3.4555 1.7340 0.844 0.036 -0.634
O 1.8805 3.8519 1.3932 0.519 -1.098 -2.194
H 0.5101 0.2409 -4.3388 -0.715 0.290 -0.541
H -0.0846 1.5796 -4.6589 0.309 1.673 -0.116
O -0.3260 0.6809 -4.6326 0.055 -2.273 0.234
H 1.8048 5.5114 0.4207 1.285 1.494 1.784
H 1.1810 5.0577 -0.5239 0.174 3.248 -1.531
O 1.5862 6.0331 -0.3666 -1.636 -4.528 -0.268
H 3.2075 -3.0999 -3.7742 1.768 -1.464 0.460
H 3.3569 -4.0590 -2.6119 1.628 0.457 -1.833
O 3.9229 -3.7211 -3.3968 -3.171 1.037 1.333
H 3.0130 -0.4983 -4.0964 1.001 -0.774 -1.369
H 2.3019 0.0935 -3.0659 -0.702 0.915 -3.149
O 2.3604 0.1914 -4.1313 -0.204 -0.290 4.706
H -2.8512 1.6311 0.2793 -0.297 2.096 0.523
O -2.8010 2.6470 0.4156 1.508 -2.870 -0.804
H 2.6173 1.6325 -1.3729 1.850 0.586 2.629
H 3.0869 1.5775 0.1716 -1.048 -0.732 1.436
O 3.3714 1.8321 -0.6802 -1.089 0.200 -3.854
H -0.9663 -4.1544 3.3601 0.922 0.315 0.751
H -1.3950 0.2149 -2.3267 -4.203 -4.223 -4.537
H -3.8456 -1.1879 0.1875 -1.449 -0.886 -0.296
H -0.6615 3.1509 5.4275 -0.421 14.447 -6.320
H 1.9854 -0.8920 1.6835 0.772 0.219 -0.618
H -3.6747 2.9434 0.5091 -2.044 0.163 0.374
O -1.1688 -0.6994 3.7242 -1.066 -1.240 -0.108
H -1.6447 0.1520 3.6592 0.043 -0.892 -0.154
H -1.7654 -1.4032 3.2167 1.082 2.066 1.043
O -1.4304 3.5387 -1.5157 -3.882 3.898 0.680
H -1.9504 4.4512 -1.0563 2.645 -4.208 -2.036
H -2.1349 2.8367 -1.3468 1.529 1.212 -0.025
O -2.9648 -2.0970 2.3235 -0.820 -3.182 0.518
H -3.3020 -2.9754 2.8202 1.194 2.902 -2.307
H -2.6685 -2.2666 1.3502 -0.581 -0.083 2.567
O -2.6415 -0.8617 -5.5159 -2.080 -0.072 -2.860
H -2.9847 -0.3445 -6.3232 0.992 -1.061 2.087
H -2.1647 -0.2566 -4.9796 1.073 1.101 0.557
O 5.2921 3.6188 2.3785 4.366 -0.283 -2.917
H 4.4576 3.5384 2.7250 -3.405 -0.505 0.464
H 5.4020 3.2962 1.4233 -1.049 0.749 2.361
O -3.3055 -5.0441 -0.0548 -0.941 1.948 5.374
H -2.9926 -5.1792 -0.8836 1.801 -0.450 -3.798
H -2.6277 -4.4609 0.4663 -1.176 -1.460 -1.966
O -0.1270 4.5014 -4.4728 -2.898 0.851 -0.027
H -0.2773 3.6218 -4.0940 -0.093 0.392 0.092
H -1.0817 4.9125 -4.4574 2.873 -1.176 0.003
```
Positions in Å, forces in eV/Å.

- E_tot (Eh) = -3057.10503
- ΔE to the lowest compared entry with this formula, charge and spin (eV) = 17.750

Mulliken population analysis, charges in e, atoms 1 to 8: H 0.035; H 0.278; O -0.852; H 0.288; H 0.109; O -0.564; H 0.035; H -0.750

Number 1: F_max 5.4 eV/A, lowest unoccupied orbital energy -0.91 eV. Number 2: F_max 15.8 eV/A, lowest unoccupied orbital energy -0.54 eV.